C40H110N10O10 | ωB97M-V/def2-TZVPD

Output
* HOMO-LUMO gap: 9.44 eV
* energy relative to the best compared isomer or geometry (same formula, charge and spin): 3.900 eV
* lowest unoccupied orbital energy: 0.533 eV
* strongest force on any atom: 3.57 eV/A

Last columns: bonded neighbours and bond lengths (Å).
CARTESIAN COORDINATES (ANGSTROEM)
1 C -1.036 -5.545 -1.888  C2 1.579, H7 1.053, H8 1.143, H9 1.092
2 C -1.010 -6.561 -0.680  C1 1.579, C3 1.479, N6 1.455, H10 1.132
3 C 0.043 -6.200 0.293  C2 1.479, O4 1.396, H11 1.120, H12 1.087
4 O 1.262 -6.450 -0.339  C3 1.396, C5 1.395
5 C 2.379 -5.925 0.311  O4 1.395, H13 1.083, H14 1.078, H15 1.151
6 N -2.288 -6.712 -0.001  C2 1.455, H16 0.998, H17 1.029
7 H -0.055 -5.212 -2.081  C1 1.053
8 H -1.755 -4.691 -1.645  C1 1.143
9 H -1.520 -6.002 -2.753  C1 1.092
10 H -0.670 -7.568 -1.070  C2 1.132
11 H 0.074 -6.777 1.252  C3 1.120
12 H -0.043 -5.131 0.477  C3 1.087
13 H 2.275 -4.865 0.501  C5 1.083
14 H 3.222 -6.214 -0.294  C5 1.078
15 H 2.493 -6.434 1.337  C5 1.151
16 H -3.029 -6.395 -0.590  N6 0.998
17 H -2.403 -7.720 0.175  N6 1.029
18 C -3.131 -0.052 2.854  C19 1.504, H24 1.083, H25 1.061, H26 1.082
19 C -4.464 0.046 2.164  C18 1.504, C20 1.573, N23 1.398, H27 1.129
20 C -5.098 -1.389 2.044  C19 1.573, O21 1.420, H28 1.083, H29 1.099
21 O -5.120 -1.929 3.357  C20 1.420, C22 1.413
22 C -5.330 -3.326 3.398  O21 1.413, H30 1.100, H31 1.077, H32 1.144
23 N -5.299 1.041 2.679  C19 1.398, H33 1.012, H34 1.040
24 H -2.450 -0.756 2.390  C18 1.083
25 H -3.263 -0.333 3.869  C18 1.061
26 H -2.673 0.914 2.688  C18 1.082
27 H -4.246 0.395 1.113  C19 1.129
28 H -4.399 -1.934 1.421  C20 1.083
29 H -6.080 -1.263 1.568  C20 1.099
30 H -5.402 -3.490 4.483  C22 1.100
31 H -4.657 -3.954 2.839  C22 1.077
32 H -6.340 -3.495 2.888  C22 1.144
33 H -5.479 0.864 3.659  N23 1.012
34 H -5.044 2.031 2.492  N23 1.040
35 C -3.236 3.288 0.075  C36 1.532, H41 1.071, H42 1.108, H43 1.059
36 C -2.736 4.714 0.331  C35 1.532, C37 1.505, N40 1.466, H44 1.109
37 C -2.063 5.228 -0.913  C36 1.505, O38 1.382, H45 1.077, H46 1.136
38 O -0.966 4.437 -1.194  C37 1.382, C39 1.441
39 C -0.152 4.938 -2.273  O38 1.441, H47 1.100, H48 1.122, H49 1.097
40 N -3.730 5.666 0.835  C36 1.466, H50 1.025, H51 1.059
41 H -3.883 2.924 0.848  C35 1.071
42 H -2.369 2.609 -0.048  C35 1.108
43 H -3.805 3.268 -0.818  C35 1.059
44 H -1.983 4.735 1.144  C36 1.109
45 H -1.817 6.275 -0.855  C37 1.077
46 H -2.777 5.117 -1.790  C37 1.136
47 H -0.672 5.034 -3.237  C39 1.100
48 H 0.752 4.283 -2.389  C39 1.122
49 H 0.168 5.973 -2.103  C39 1.097
50 H -3.865 5.385 1.812  N40 1.025
51 H -4.614 5.541 0.264  N40 1.059
52 C 5.346 -3.905 0.235  C53 1.497, H58 1.105, H59 1.153, H60 1.070
53 C 5.792 -2.490 0.044  C52 1.497, C54 1.595, N57 1.446, H61 1.126
54 C 4.594 -1.688 -0.637  C53 1.595, O55 1.414, H62 1.087, H63 1.126
55 O 4.394 -2.081 -1.980  C54 1.414, C56 1.436
56 C 5.180 -1.293 -2.887  O55 1.436, H64 1.086, H65 1.058, H66 1.122
57 N 6.131 -1.813 1.276  C53 1.446, H67 1.026, H68 0.976
58 H 4.463 -4.019 0.890  C52 1.105
59 H 6.250 -4.455 0.693  C52 1.153
60 H 5.074 -4.315 -0.715  C52 1.070
61 H 6.622 -2.462 -0.715  C53 1.126
62 H 4.889 -0.642 -0.669  C54 1.087
63 H 3.671 -1.862 -0.017  C54 1.126
64 H 5.132 -0.226 -2.690  C56 1.086
65 H 4.757 -1.385 -3.852  C56 1.058
66 H 6.264 -1.525 -3.057  C56 1.122
67 H 6.656 -0.949 1.098  N57 1.026
68 H 6.628 -2.367 1.909  N57 0.976
69 C 6.677 2.436 2.320  C70 1.559, H75 1.080, H76 1.074, H77 1.125
70 C 6.050 2.302 0.900  C69 1.559, C71 1.567, N74 1.450, H78 1.122
71 C 6.008 3.723 0.242  C70 1.567, O72 1.394, H79 1.087, H80 1.083
72 O 5.172 4.671 0.830  C71 1.394, C73 1.410
73 C 3.871 4.695 0.290  O72 1.410, H81 1.129, H82 1.088, H83 1.088
74 N 6.929 1.438 0.137  C70 1.450, H84 0.990, H85 1.022
75 H 5.998 2.918 3.008  C69 1.080
76 H 7.623 2.943 2.367  C69 1.074
77 H 6.717 1.420 2.801  C69 1.125
78 H 5.000 1.906 0.939  C70 1.122
79 H 5.815 3.565 -0.815  C71 1.087
80 H 7.012 4.119 0.332  C71 1.083
81 H 3.202 3.847 0.618  C73 1.129
82 H 3.889 4.767 -0.795  C73 1.088
83 H 3.426 5.658 0.530  C73 1.088
84 H 7.860 1.773 0.168  N74 0.990
85 H 6.727 1.554 -0.858  N74 1.022
86 C -2.565 -2.381 -0.819  C87 1.546, H92 1.092, H93 1.134, H94 1.106
87 C -3.428 -1.569 -1.812  C86 1.546, C88 1.516, N91 1.491, H95 1.105
88 C -2.630 -0.336 -2.186  C87 1.516, O89 1.429, H96 1.114, H97 1.139
89 O -3.237 0.401 -3.248  C88 1.429, C90 1.404
90 C -4.497 0.931 -2.930  O89 1.404, H98 1.113, H99 1.113, H100 1.089
91 N -3.746 -2.460 -2.965  C87 1.491, H101 0.982, H102 1.038
92 H -3.186 -3.240 -0.554  C86 1.092
93 H -2.361 -1.867 0.170  C86 1.134
94 H -1.673 -2.708 -1.387  C86 1.106
95 H -4.420 -1.290 -1.413  C87 1.105
96 H -1.591 -0.553 -2.525  C88 1.114
97 H -2.524 0.289 -1.240  C88 1.139
98 H -5.358 0.251 -2.745  C90 1.113
99 H -4.832 1.641 -3.719  C90 1.113
100 H -4.532 1.551 -2.035  C90 1.089
101 H -4.418 -2.010 -3.523  N91 0.982
102 H -2.962 -2.607 -3.630  N91 1.038
103 C -0.050 -0.454 -7.249  C104 1.540, H109 1.140, H110 1.116, H111 1.074
104 C -1.423 -0.448 -6.552  C103 1.540, C105 1.491, N108 1.451, H112 1.046
105 C -2.461 -1.167 -7.345  C104 1.491, O106 1.445, H113 1.108, H114 1.108
106 O -3.673 -1.485 -6.626  C105 1.445, C107 1.430
107 C -4.587 -0.390 -6.523  O106 1.430, H115 1.114, H116 1.094, H117 1.120
108 N -1.231 -1.195 -5.323  C104 1.451, H118 1.006, H119 0.950
109 H -0.203 0.171 -8.191  C103 1.140
110 H 0.429 -1.411 -7.567  C103 1.116
111 H 0.611 0.039 -6.561  C103 1.074
112 H -1.626 0.566 -6.394  C104 1.046
113 H -2.168 -2.179 -7.689  C105 1.108
114 H -2.665 -0.552 -8.243  C105 1.108
115 H -4.173 0.369 -5.820  C107 1.114
116 H -5.488 -0.744 -6.013  C107 1.094
117 H -5.040 0.057 -7.445  C107 1.120
118 H -0.480 -0.738 -4.833  N108 1.006
119 H -2.041 -1.213 -4.827  N108 0.950
120 C -2.484 5.235 4.733  C121 1.552, H126 1.037, H127 1.079, H128 1.137
121 C -2.919 3.799 5.129  C120 1.552, C122 1.520, N125 1.417, H129 1.166
122 C -1.801 2.878 4.670  C121 1.520, O123 1.380, H130 1.078, H131 1.129
123 O -1.473 3.154 3.358  C122 1.380, C124 1.376
124 C -0.323 2.554 2.902  O123 1.376, H132 1.116, H133 1.053, H134 1.107
125 N -3.233 3.640 6.501  C121 1.417, H135 1.023, H136 1.011
126 H -1.580 5.452 5.193  C120 1.037
127 H -3.199 5.946 5.120  C120 1.079
128 H -2.275 5.250 3.615  C120 1.137
129 H -3.817 3.554 4.427  C121 1.166
130 H -2.090 1.849 4.812  C122 1.078
131 H -0.853 3.041 5.260  C122 1.129
132 H 0.646 2.909 3.328  C124 1.116
133 H -0.272 2.665 1.855  C124 1.053
134 H -0.385 1.471 3.124  C124 1.107
135 H -2.725 4.288 7.107  N125 1.023
136 H -3.199 2.676 6.802  N125 1.011
137 C 0.264 1.536 -1.444  C138 1.514, H143 1.101, H144 1.104, H145 1.105
138 C 1.014 0.425 -0.740  C137 1.514, C139 1.502, N142 1.463, H146 1.138
139 C 1.732 -0.352 -1.806  C138 1.502, O140 1.391, H147 1.134, H148 1.110
140 O 0.837 -1.049 -2.611  C139 1.391, C141 1.439
141 C 1.054 -2.447 -2.872  O140 1.439, H149 1.094, H150 1.094, H151 1.142
142 N 1.942 0.996 0.237  C138 1.463, H152 1.036, H153 1.009
143 H -0.526 1.227 -2.145  C137 1.101
144 H 0.956 2.250 -1.925  C137 1.104
145 H -0.320 2.097 -0.692  C137 1.105
146 H 0.245 -0.241 -0.229  C138 1.138
147 H 2.497 -1.064 -1.367  C139 1.134
148 H 2.274 0.361 -2.462  C139 1.110
149 H 2.095 -2.664 -3.129  C141 1.094
150 H 0.348 -2.750 -3.650  C141 1.094
151 H 0.812 -3.008 -1.907  C141 1.142
152 H 2.008 0.388 1.073  N142 1.036
153 H 1.563 1.891 0.508  N142 1.009
154 C 2.477 1.034 5.395  C155 1.585, H160 1.081, H161 1.145, H162 1.112
155 C 3.048 -0.192 4.569  C154 1.585, C156 1.546, N159 1.419, H163 1.079
156 C 1.868 -1.113 4.180  C155 1.546, O157 1.418, H164 1.099, H165 1.140
157 O 1.007 -0.432 3.283  C156 1.418, C158 1.399
158 C 0.404 -1.279 2.348  O157 1.399, H166 1.034, H167 1.094, H168 1.098
159 N 3.923 0.322 3.577  C155 1.419, H169 1.013, H170 0.989
160 H 2.056 0.658 6.317  C154 1.081
161 H 1.764 1.747 4.853  C154 1.145
162 H 3.316 1.691 5.712  C154 1.112
163 H 3.602 -0.825 5.243  C155 1.079
164 H 1.398 -1.490 5.099  C156 1.099
165 H 2.370 -1.975 3.628  C156 1.140
166 H -0.162 -0.706 1.699  C158 1.034
167 H -0.199 -2.064 2.814  C158 1.094
168 H 1.133 -1.770 1.690  C158 1.098
169 H 4.473 -0.371 3.083  N159 1.013
170 H 3.409 0.897 2.958  N159 0.989